[1]
Entry from OMol25: C11H9IN4NaO7 as an isolated structure in a non-equilibrium geometry (ωB97M-V with the def2-TZVPD basis set).

Last column: Mulliken charge in e.
CARTESIAN COORDINATES (ANGSTROEM)
Na -0.376 0.478 -0.347  1.045
C -2.983 -2.792 -0.483  -1.231
C -1.581 -2.785 -0.999  0.108
N -0.721 -1.808 -0.829  -0.218
C 0.441 -2.184 -1.473  0.402
C 0.271 -3.426 -2.032  0.005
N -1.018 -3.781 -1.722  -0.011
C 1.081 -4.366 -2.852  0.515
O 2.306 -4.021 -3.119  -0.565
O 0.565 -5.408 -3.225  -0.684
C 1.631 -1.247 -1.503  0.714
O 2.721 -1.727 -1.935  -0.880
O 1.434 -0.087 -1.092  -0.805
H -3.198 -1.806 -0.076  0.222
H -3.117 -3.545 0.300  0.285
H -3.696 -3.005 -1.283  0.362
H -1.427 -4.647 -2.029  0.200
H 2.526 -3.061 -2.727  0.474
O -2.480 0.719 0.172  -0.583
N -2.142 1.794 -0.434  0.927
O -2.773 2.198 -1.446  -0.637
O -1.098 2.419 -0.015  -0.654
I 0.256 3.042 5.293  0.073
C 0.093 1.242 4.241  -0.306
C 0.019 0.041 4.924  -0.099
C -0.099 -1.127 4.184  -0.824
C -0.135 -1.038 2.802  -0.129
N -0.060 0.122 2.151  -0.080
C 0.046 1.254 2.854  -0.139
H 0.052 0.015 6.005  0.374
H -0.163 -2.089 4.677  0.367
H -0.227 -1.927 2.180  0.370
H 0.066 2.180 2.286  0.402

Computed properties:
LUMO energy ... 2.0 eV
ΔE to the lowest compared entry with this formula, charge and spin ... 0.168 eV
HOMO level ... -6.39 eV
Net charge ... -1
Max |F| ... 0.040 hartree/bohr
Total energy ... -44365.5653 eV

---

[2]
Entry from OMol25: a 2-piece molecular cluster, C4H8O2 overall (ωB97M-V with the def2-TZVPD basis set).

Last column: Mulliken charge in e.
CARTESIAN COORDINATES (ANGSTROEM)
C 1.547 -1.100 0.765  -1.062
C 0.576 -0.315 -0.072  -0.149
C 0.529 0.959 0.324  -0.242
O 0.356 2.088 -0.377  -0.470
H 2.334 -1.415 0.074  0.264
H 2.049 -0.415 1.462  0.344
H 1.157 -1.946 1.330  0.261
H 0.313 -0.633 -1.084  0.381
H 0.700 1.153 1.379  0.320
H -0.120 1.866 -1.188  0.387
C -2.363 -0.062 -0.643  -0.129
O -1.839 0.654 -1.464  -0.444
H -2.238 0.076 0.446  0.272
H -3.002 -0.909 -0.953  0.267

Computed properties:
LUMO energy ... 0.6 eV
ΔE to the lowest compared entry with this formula, charge and spin ... 2.829 eV
HOMO level ... -8.38 eV
Net charge ... 0
SMILES ... C/C=C/O.C=O
Max |F| ... 0.018 hartree/bohr
Total energy ... -8370.4527 eV

---

[3]
Entry from OMol25: C22H32IrN6O2S as an isolated structure (ωB97M-V with the def2-TZVPD basis set).

Last column: Mulliken charge in e.
CARTESIAN COORDINATES (ANGSTROEM)
Ir -0.833 -0.124 0.353  0.725
N 0.678 0.787 -2.665  -0.515
C 1.922 1.567 -2.698  -0.414
C 3.060 0.789 -2.060  -0.984
N 2.734 0.374 -0.698  0.059
C 2.769 1.455 0.285  -1.357
C 1.425 2.068 0.652  0.407
N 0.533 1.121 1.370  -0.655
H 0.078 1.040 -3.441  0.256
H 0.144 0.951 -1.810  -0.147
H 1.813 2.538 -2.204  0.159
H 2.182 1.781 -3.734  0.504
H 3.973 1.400 -2.104  0.449
H 3.243 -0.112 -2.652  0.380
H 3.386 -0.341 -0.407  0.304
H 3.419 2.274 -0.052  0.319
H 3.220 1.074 1.206  0.477
H 0.885 2.443 -0.215  -0.378
H 1.636 2.922 1.302  0.471
H -0.062 1.657 1.997  0.410
H 1.101 0.516 1.963  0.303
C -1.935 1.312 0.092  -2.794
C -2.644 2.343 -0.086  2.644
C -3.426 3.407 -0.287  0.307
C -2.969 4.746 0.146  0.245
C -3.867 5.664 0.690  0.009
C -3.419 6.894 1.146  -0.765
C -2.076 7.228 1.047  -0.423
C -1.176 6.323 0.499  -0.690
C -1.619 5.087 0.060  -0.499
C -4.745 3.249 -0.933  0.401
C -5.450 2.051 -0.798  -0.557
C -6.673 1.885 -1.423  -0.662
C -7.201 2.906 -2.203  -0.422
C -6.503 4.096 -2.353  -0.754
C -5.285 4.271 -1.716  -0.051
H -4.914 5.405 0.774  0.539
H -4.122 7.593 1.580  0.404
H -1.731 8.193 1.394  0.391
H -0.130 6.587 0.410  0.406
H -0.927 4.375 -0.373  0.452
H -5.029 1.260 -0.190  0.393
H -7.220 0.960 -1.300  0.395
H -8.157 2.775 -2.692  0.393
H -6.907 4.889 -2.967  0.402
H -4.740 5.197 -1.841  0.514
N -3.673 -3.684 0.068  -0.435
C -2.643 -2.884 0.357  0.912
N -1.866 -3.180 1.383  -0.247
S -2.406 -1.509 -0.657  -0.710
H -3.879 -4.508 0.607  0.192
H -4.317 -3.410 -0.653  0.215
H -2.033 -3.992 1.955  0.217
H -1.026 -2.633 1.549  0.162
N 0.607 -1.981 -2.013  0.020
C 1.521 -2.759 -1.132  -0.304
C 1.182 -2.690 0.365  0.337
O 1.597 -3.602 1.048  -0.667
O 0.506 -1.681 0.790  -1.056
H 0.826 -0.953 -2.124  0.334
H -0.362 -2.011 -1.653  -0.175
H 0.601 -2.371 -2.954  0.445
H 2.537 -2.402 -1.286  0.238
H 1.479 -3.805 -1.426  0.467

Computed properties:
LUMO energy ... -3.3 eV
ΔE to the lowest compared entry with this formula, charge and spin ... 2.682 eV
HOMO level ... -10.14 eV
Net charge ... +1
Max |F| ... 0.002 hartree/bohr
Total energy ... -50038.1525 eV

---

[4]
Entry from OMol25: one molecule with the formula C8H9NO in a non-equilibrium geometry (ωB97M-V with the def2-TZVPD basis set).

Last column: Mulliken charge in e.
CARTESIAN COORDINATES (ANGSTROEM)
C 1.476 -0.163 1.659  -0.616
C 0.493 -1.200 1.553  -0.337
C 1.299 0.710 0.706  -0.060
C -0.308 -0.802 0.547  0.033
C -1.050 -2.959 -0.770  -0.068
C -1.379 -1.634 -0.039  -0.626
C -0.566 1.305 -0.610  0.083
C 0.065 2.301 -1.510  -1.090
N 0.151 0.428 0.068  0.141
O -0.011 -3.454 -0.890  -0.271
H 2.257 0.047 2.419  0.324
H 0.506 -2.119 2.117  0.428
H 1.967 1.628 0.692  0.244
H -1.999 -2.035 0.725  0.403
H -1.986 -0.988 -0.664  0.262
H -1.678 1.225 -0.712  0.341
H -0.123 3.374 -1.347  0.252
H -0.274 2.257 -2.548  0.293
H 1.160 2.081 -1.396  0.263

Computed properties:
LUMO energy (spin up / spin down) ... -0.1 / 0.4 eV
ΔE to the lowest compared entry with this formula, charge and spin ... 4.912 eV
HOMO level (spin up / spin down) ... -6.77 / -7.77 eV
Net charge ... 0
Max |F| ... 0.100 hartree/bohr
Total energy ... -11974.9370 eV

---

[5]
Entry from OMol25: a 2-piece molecular cluster, C17H30N2O5PS overall in a non-equilibrium geometry (ωB97M-V with the def2-TZVPD basis set).

Last column: Mulliken charge in e.
CARTESIAN COORDINATES (ANGSTROEM)
C 2.070 2.152 4.240  -0.506
O 2.960 2.083 3.103  -0.338
C 2.253 2.056 1.850  -0.964
C 1.320 0.743 1.668  0.262
C 2.049 -0.557 1.247  0.085
P 3.929 -0.649 0.895  0.281
C 4.831 -1.592 2.259  -0.955
O 4.174 -1.615 -0.532  -0.514
C 1.141 -1.848 1.115  0.285
O 1.645 -3.120 0.745  -0.450
C -0.412 -1.760 1.359  0.491
N -1.259 -2.978 1.224  -0.543
C -1.885 -3.218 2.359  0.408
S -2.854 -2.925 3.691  -0.130
C -0.983 -0.346 1.741  -0.080
O -2.398 -0.223 1.932  -0.397
N -0.126 0.832 1.900  0.541
C -0.819 2.107 2.264  -0.775
C -1.268 2.793 0.847  0.264
O -2.657 3.201 0.851  -0.514
H 1.352 1.268 4.344  0.197
H 2.746 2.130 5.177  0.296
H 1.456 3.114 4.311  0.253
H 3.047 1.975 1.017  0.542
H 1.681 3.036 1.623  0.288
H 5.734 -2.165 1.822  0.339
H 5.278 -0.867 3.035  0.315
H 4.154 -2.305 2.868  0.263
H 3.510 -1.354 -1.220  0.310
H 2.200 -3.489 1.472  0.341
H -2.571 -0.112 2.905  0.330
H -1.712 1.962 2.971  0.436
H -0.140 2.878 2.766  0.149
H -0.538 3.635 0.565  0.407
H -1.147 1.987 0.030  -0.296
H -2.675 3.996 0.263  0.358
C -0.467 -0.190 -5.518  -1.161
C -1.848 0.041 -4.919  -0.471
C -1.806 0.631 -3.509  -0.838
C -1.129 -0.245 -2.451  1.248
C -1.728 -1.642 -2.274  -0.413
C -3.177 -1.623 -1.806  -1.183
H 0.105 -0.923 -4.944  0.265
H -0.559 -0.569 -6.539  0.387
H 0.103 0.743 -5.555  0.291
H -2.412 -0.896 -4.926  0.235
H -2.395 0.734 -5.566  0.387
H -2.830 0.857 -3.193  0.368
H -1.284 1.594 -3.543  0.407
H -1.170 0.282 -1.489  -1.356
H -0.065 -0.349 -2.690  0.372
H -1.132 -2.181 -1.528  0.181
H -1.649 -2.213 -3.204  0.392
H -3.275 -1.085 -0.859  0.140
H -3.536 -2.644 -1.653  0.378
H -3.832 -1.150 -2.542  0.392

Computed properties:
LUMO energy ... -4.6 eV
ΔE to the lowest compared entry with this formula, charge and spin ... 5.579 eV
HOMO level ... -11.53 eV
Net charge ... +1
Max |F| ... 0.104 hartree/bohr
Total energy ... -51443.6254 eV

---

[6]
Entry from OMol25: one molecule with the formula C3H6N2OS in a non-equilibrium geometry (ωB97M-V with the def2-TZVPD basis set).

Last column: Mulliken charge in e.
CARTESIAN COORDINATES (ANGSTROEM)
C 1.682 -0.840 -0.419  -0.859
N 0.709 -0.460 -1.393  -0.386
C -0.338 0.178 -1.094  0.065
N -0.721 0.616 0.203  0.161
O -1.125 1.958 0.184  -0.442
C -0.948 -0.080 1.327  -0.111
S -0.868 -1.688 1.524  -0.312
H 2.655 -0.771 -0.900  0.314
H 1.583 -1.870 -0.089  0.284
H 1.727 -0.180 0.430  0.345
H -1.029 0.532 -1.879  0.272
H -2.075 1.975 -0.031  0.344
H -1.251 0.629 2.137  0.326

Computed properties:
LUMO energy ... 0.1 eV
ΔE to the lowest compared entry with this formula, charge and spin ... 3.693 eV
HOMO level ... -8.84 eV
Net charge ... 0
SMILES ... C/N=C\N(O)C=S
Max |F| ... 0.025 hartree/bohr
Total energy ... -19068.4732 eV

---

[7]
Entry from OMol25: one molecule with the formula C3H3NO in a non-equilibrium geometry (ωB97M-V with the def2-TZVPD basis set).

Last column: Mulliken charge in e.
CARTESIAN COORDINATES (ANGSTROEM)
N -2.299 -0.716 -0.797  -0.353
C -1.152 -0.595 -0.711  0.035
C 0.234 -0.466 -0.300  0.222
C 0.510 0.666 0.583  -0.362
O 1.059 0.588 -0.734  -0.371
H 0.770 -1.400 -0.156  0.330
H -0.220 1.465 0.672  0.265
H 1.109 0.466 1.469  0.235

Computed properties:
LUMO energy ... 0.8 eV
ΔE to the lowest compared entry with this formula, charge and spin ... 1.449 eV
HOMO level ... -11.35 eV
Net charge ... 0
SMILES ... N#C[C@@H]1CO1
Max |F| ... 0.021 hartree/bohr
Total energy ... -6695.0431 eV

---

[8]
Entry from OMol25: C4H13N3O as an isolated structure in a non-equilibrium geometry (ωB97M-V with the def2-TZVPD basis set).

Last column: Mulliken charge in e.
CARTESIAN COORDINATES (ANGSTROEM)
C -0.569 1.517 -0.516  -1.006
C -0.982 0.559 0.426  0.984
C 1.382 -0.949 0.306  -0.218
C 1.991 0.157 -0.431  -0.781
N -1.934 -0.405 -0.113  -0.661
N -1.104 0.990 1.784  -0.605
N 0.922 -2.113 -0.412  -0.567
O -0.980 1.421 -1.822  -0.563
H -1.502 0.596 -1.852  0.397
H -0.288 2.516 -0.215  0.438
H 0.208 -0.319 0.590  -0.015
H 1.847 -1.217 1.249  0.465
H -1.630 1.847 1.904  0.217
H -2.843 -0.319 0.326  0.188
H -1.590 -1.352 -0.002  0.257
H -1.446 0.282 2.420  0.243
H 0.726 -1.901 -1.384  0.205
H 1.582 -2.881 -0.367  0.207
H 2.515 -0.116 -1.345  0.343
H 2.603 0.804 0.192  0.295
H 1.091 0.882 -0.737  0.175

Computed properties:
LUMO energy ... 0.9 eV
ΔE to the lowest compared entry with this formula, charge and spin ... 3.960 eV
HOMO level ... -7.08 eV
Net charge ... 0
Max |F| ... 0.055 hartree/bohr
Total energy ... -10873.7176 eV

---

[9]
Entry from OMol25: one molecule with the formula C2H2Cl3OP in a non-equilibrium geometry (ωB97M-V with the def2-TZVPD basis set).

Last column: Mulliken charge in e.
CARTESIAN COORDINATES (ANGSTROEM)
C 0.357 -0.418 0.078  0.089
C 1.351 0.107 -0.897  -0.168
O 0.089 2.008 1.406  -0.492
P -0.518 0.748 1.002  0.457
Cl -0.594 -1.773 -0.485  -0.155
Cl 0.490 1.272 -2.178  -0.177
Cl 2.663 1.070 -0.167  -0.100
H -1.703 0.395 1.802  0.172
H 1.878 -0.522 -1.686  0.373

Computed properties:
LUMO energy (spin up / spin down) ... -1.3 / -1.3 eV
ΔE to the lowest compared entry with this formula, charge and spin ... 3.578 eV
HOMO level (spin up / spin down) ... -9.32 / -9.32 eV
Net charge ... 0
Max |F| ... 0.048 hartree/bohr
Total energy ... -51007.9208 eV

---

[10]
Entry from OMol25: a 3-piece molecular cluster, C53H56N3O11P overall (ωB97M-V with the def2-TZVPD basis set).

Last column: Mulliken charge in e.
CARTESIAN COORDINATES (ANGSTROEM)
C 3.369 3.442 4.834  -1.651
C 3.441 3.442 3.308  0.821
C 4.439 2.428 2.747  -1.019
C 4.087 1.918 1.334  -0.354
C 3.425 0.542 1.327  -1.064
C 2.001 0.510 1.891  1.360
C 1.106 -0.562 1.266  -1.404
C 0.841 -0.426 -0.232  -0.540
C 0.140 0.869 -0.690  -1.494
C -0.922 1.385 0.246  0.534
C -0.857 2.611 0.874  1.041
C 0.319 3.525 0.616  -0.422
C 0.154 4.450 -0.615  0.215
C 0.352 5.922 -0.286  -1.646
O 1.074 4.013 -1.618  -0.543
C -1.897 3.034 1.768  0.019
C -1.757 4.368 2.462  -2.179
N -1.160 4.301 3.799  -0.284
C -0.519 3.062 4.202  -0.695
C -2.968 2.216 2.033  1.140
P -4.270 2.697 3.184  1.069
O -3.957 3.893 3.980  -0.784
O -5.604 2.818 2.299  -0.587
O -4.616 1.419 4.054  -0.498
C -3.076 0.977 1.349  0.510
N -4.180 0.196 1.522  -0.526
C -4.230 -0.927 0.894  -0.007
O -5.304 -1.752 1.084  -0.360
C -3.215 -1.343 -0.016  0.926
C -3.315 -2.652 -0.741  -1.328
O -3.073 -3.741 0.156  -0.258
C -1.846 -3.774 0.775  0.715
C -0.661 -3.984 -0.121  -0.924
O -1.789 -3.727 1.976  -0.563
N -2.169 -0.602 -0.212  -0.157
C -2.058 0.574 0.464  0.006
H 2.566 4.086 5.188  0.402
H 3.179 2.432 5.198  0.347
H 4.307 3.796 5.260  0.412
H 2.444 3.249 2.910  -0.625
H 3.725 4.445 2.982  0.414
H 5.424 2.893 2.707  0.448
H 4.483 1.571 3.422  0.411
H 3.417 2.652 0.875  0.030
H 4.981 1.891 0.711  0.276
H 3.464 0.126 0.320  0.272
H 4.049 -0.108 1.946  0.471
H 1.521 1.482 1.781  -1.264
H 2.056 0.295 2.960  0.710
H 0.158 -0.609 1.808  0.287
H 1.583 -1.534 1.431  0.504
H 0.230 -1.278 -0.530  -0.115
H 1.781 -0.531 -0.774  0.790
H 0.877 1.638 -0.895  0.077
H -0.340 0.658 -1.647  0.688
H 0.541 4.107 1.507  1.184
H 1.209 2.938 0.416  -1.453
H -0.857 4.315 -1.007  0.127
H 0.544 6.488 -1.200  0.556
H 1.170 6.065 0.418  0.356
H -0.551 6.348 0.149  0.334
H 1.610 4.760 -1.895  0.368
H -2.747 4.807 2.560  0.898
H -1.182 5.050 1.845  -0.012
H -1.869 4.549 4.472  0.460
H -0.043 3.212 5.170  0.439
H -1.204 2.212 4.310  0.180
H 0.270 2.792 3.502  0.136
H -5.495 3.446 1.576  0.376
H -5.567 1.281 4.131  0.326
H -5.269 -2.056 2.000  0.333
H -4.326 -2.818 -1.101  0.517
H -2.604 -2.648 -1.567  0.371
H 0.229 -3.655 0.409  0.261
H -0.737 -3.443 -1.060  0.292
H -0.576 -5.049 -0.329  0.370
O 12.073 -0.763 -2.370  -0.675
C 11.064 -0.376 -1.821  0.502
C 9.743 -0.420 -2.514  0.336
C 9.676 -0.936 -3.802  -0.632
C 8.458 -1.007 -4.455  -0.477
C 7.300 -0.563 -3.824  -0.574
C 7.362 -0.039 -2.545  -0.479
C 8.583 0.037 -1.886  0.113
C 8.628 0.619 -0.514  0.416
O 7.627 1.056 0.012  -0.646
C 9.942 0.640 0.188  0.139
C 10.005 1.145 1.481  -0.482
C 11.212 1.157 2.159  -0.567
C 12.361 0.665 1.549  -0.449
C 12.305 0.167 0.258  -0.631
C 11.097 0.155 -0.428  0.368
H 10.584 -1.280 -4.278  0.479
H 8.407 -1.411 -5.457  0.390
H 6.348 -0.626 -4.335  0.420
H 6.472 0.315 -2.044  0.571
H 9.104 1.521 1.944  0.580
H 11.260 1.548 3.166  0.410
H 13.302 0.671 2.083  0.394
H 13.191 -0.215 -0.229  0.475
O -6.859 -5.526 -4.535  -0.663
C -7.900 -5.156 -4.034  0.567
C -9.180 -5.191 -4.799  0.183
C -9.174 -5.683 -6.098  -0.574
C -10.355 -5.746 -6.818  -0.472
C -11.547 -5.319 -6.243  -0.485
C -11.557 -4.819 -4.952  -0.556
C -10.374 -4.751 -4.226  0.199
C -10.408 -4.195 -2.843  0.622
O -11.437 -3.769 -2.363  -0.661
C -9.133 -4.182 -2.070  0.227
C -9.140 -3.699 -0.767  -0.601
C -7.971 -3.693 -0.026  -0.716
C -6.789 -4.173 -0.580  -0.293
C -6.776 -4.648 -1.880  -0.905
C -7.945 -4.652 -2.632  0.308
H -8.240 -6.015 -6.530  0.472
H -10.349 -6.131 -7.829  0.398
H -12.469 -5.375 -6.806  0.398
H -12.475 -4.478 -4.495  0.475
H -10.066 -3.331 -0.348  0.477
H -7.977 -3.311 0.986  0.399
H -5.880 -4.173 0.006  0.651
H -5.864 -5.021 -2.326  0.544

Computed properties:
LUMO energy ... -1.0 eV
HOMO level ... -8.41 eV
Net charge ... 0
SMILES ... CCCCCCCCCc1c(C[C@@H](C)O)c(CNC)c(P(=O)(O)O)c2nc(O)c(COC(C)=O)nc12.O=C1c2ccccc2C(=O)c2ccccc21.O=C1c2ccccc2C(=O)c2ccccc21
Max |F| ... 0.014 hartree/bohr
Total energy ... -92155.5431 eV

---

Q: Look up the max |F| of the sixth one.
A: 0.025 hartree/bohr